60
Properties=species:S:1:pos:R:3:forces:R:3 method="wB97M-V/def2-TZVPD" multiplicity=2 homo_energy_ev="-11.09 / -11.09" largest_force_ha_per_bohr=0.0073 de_lowest_kcal_mol=0.0 total_energy_ev=-59087.100 charge=+1 s_squared=0.76
Ir 0.839962 -0.014675 -0.008318 0.056 0.314 0.202
C 4.790845 0.349545 1.551238 -0.003 0.050 0.005
C 3.293753 0.309864 1.552302 0.046 0.062 -0.112
O 2.784586 0.207745 0.407423 0.036 -0.162 0.126
C 2.542490 0.399523 2.779007 -0.061 0.004 0.014
C 3.261031 0.490813 3.995712 0.005 0.006 -0.022
C 2.631404 0.596452 5.205077 -0.039 -0.004 0.006
C 1.230910 0.614732 5.245283 0.031 -0.001 0.014
C 0.496335 0.523064 4.091021 -0.012 0.009 -0.027
C 1.124429 0.412260 2.840447 0.032 0.089 0.064
O 0.293644 0.325831 1.810105 -0.029 -0.241 -0.127
H 5.144355 0.232286 0.531610 -0.003 0.008 -0.001
H 5.201395 -0.444726 2.173734 -0.010 -0.014 -0.003
H 5.141499 1.302553 1.949440 0.010 -0.011 0.006
H 4.340522 0.476123 3.971787 -0.003 0.007 -0.011
H 3.208130 0.661578 6.116216 -0.006 0.004 0.004
H 0.719319 0.696396 6.195316 0.005 0.000 0.002
H -0.584699 0.527642 4.105384 0.000 -0.001 0.002
C 0.025201 6.706107 -0.453965 -0.003 -0.002 0.001
O -1.257870 6.088892 -0.355035 -0.001 0.011 -0.001
C -1.329181 4.759769 -0.354535 0.009 -0.020 0.001
C -2.629924 4.219927 -0.277231 -0.005 -0.009 0.004
C -2.795381 2.869190 -0.286734 -0.013 0.019 0.000
C -1.702535 1.968815 -0.346847 0.020 0.013 -0.010
C -1.967974 0.565741 -0.467629 0.000 -0.037 -0.020
C -3.358879 0.043509 -0.643317 -0.006 -0.006 -0.047
O -1.077305 -0.325912 -0.477816 -0.005 0.017 0.065
C -0.402154 2.534316 -0.402132 0.001 -0.016 -0.029
O 0.733219 1.837242 -0.462443 -0.001 0.042 0.055
C -0.230396 3.917981 -0.423621 0.001 0.016 -0.005
H -0.161306 7.774399 -0.448529 0.000 0.000 0.000
H 0.518273 6.423196 -1.384903 0.000 0.000 -0.001
H 0.648958 6.437317 0.399750 0.000 0.000 0.001
H -3.471775 4.895061 -0.223988 0.006 0.008 -0.001
H -3.800151 2.474730 -0.247079 0.005 -0.009 0.000
H -3.991401 0.338024 0.194179 0.012 0.000 0.014
H -3.323807 -1.040012 -0.703772 0.001 -0.017 -0.012
H -3.802572 0.443708 -1.555831 -0.009 0.007 0.014
H 0.781176 4.288654 -0.485861 -0.003 0.006 0.000
C -0.452597 -4.180652 -4.266534 0.013 -0.006 0.014
C -1.175407 -4.021118 -2.956857 -0.006 -0.004 -0.014
C -2.550531 -3.799090 -2.942937 0.017 -0.004 -0.003
C -3.242205 -3.716697 -1.748210 -0.008 0.009 0.008
Cl -4.956042 -3.426077 -1.774373 0.009 0.010 0.008
C -2.595753 -3.871003 -0.532698 -0.016 0.005 -0.008
C -1.227614 -4.075506 -0.531725 0.017 0.021 0.010
C -0.528501 -4.129510 -1.727092 -0.001 -0.003 -0.005
O 0.841914 -4.363359 -1.646844 0.013 -0.005 0.001
C 1.651711 -3.287490 -2.045844 0.028 -0.004 -0.002
C 1.378877 -2.040967 -1.249033 -0.090 -0.061 0.035
O 1.417680 -0.885645 -1.780360 -0.061 -0.082 -0.147
O 1.076899 -2.065029 -0.012871 0.053 -0.019 -0.050
H -1.135512 -4.551299 -5.028702 0.001 -0.002 0.000
H 0.371190 -4.888175 -4.175472 0.006 0.012 0.004
H -0.051038 -3.231012 -4.627619 -0.001 0.003 0.000
H -3.088736 -3.715495 -3.878251 -0.002 0.000 0.002
H -3.154352 -3.833513 0.392190 -0.001 -0.003 0.000
H -0.681394 -4.191085 0.394012 -0.001 -0.003 0.000
H 1.549178 -3.035370 -3.102285 -0.026 0.017 -0.011
H 2.688107 -3.579565 -1.863960 -0.009 -0.021 -0.009